# 1
7
Properties=species:S:1:pos:R:3 method="wB97M-V/def2-TZVPD" charge=0 de_lowest_ev=0.153 homo_lumo_gap_ev=8.439 smiles=ICNI multiplicity=1 e_homo_ev=-9.014
I 0.42 -1.22 -2.12
C -0.36 -0.21 -0.28
N 0.66 0.34 0.46
I 0.44 0.32 2.48
H -1.07 0.48 -0.65
H -0.98 -0.99 -0.02
H 0.88 1.27 0.13

# 2
56
Properties=species:S:1:pos:R:3 method="wB97M-V/def2-TZVPD" charge=0 de_lowest_ev=0.119 homo_lumo_gap_ev=9.292 smiles="O=C(O)[C@H]1CCCC[C@@H]1C(=O)Nc1ccc(S(=O)(=O)N2CCCCCC2)cc1" multiplicity=1 e_homo_ev=-8.768
O -3.24 -2.46 -0.40
C -4.28 -2.02 0.02
O -4.94 -2.59 1.03
C -4.94 -0.77 -0.49
C -6.45 -0.93 -0.72
C -7.03 0.38 -1.24
C -6.77 1.52 -0.26
C -5.27 1.67 0.00
C -4.70 0.35 0.54
C -3.24 0.49 0.94
O -2.90 0.44 2.10
N -2.39 0.68 -0.11
C -1.00 0.78 -0.10
C -0.35 0.80 -1.33
C 1.03 0.90 -1.39
C 1.76 0.99 -0.22
S 3.54 1.13 -0.26
O 3.96 1.06 -1.64
O 3.94 2.28 0.49
N 3.97 -0.23 0.61
C 3.73 -1.47 -0.09
C 4.85 -1.92 -1.04
C 6.09 -2.39 -0.29
C 7.08 -1.28 0.07
C 6.44 0.04 0.51
C 5.19 -0.10 1.38
C 1.12 0.97 1.01
C -0.26 0.87 1.08
H -4.46 -3.35 1.37
H -4.46 -0.52 -1.45
H -6.62 -1.73 -1.44
H -6.92 -1.21 0.22
H -8.11 0.26 -1.39
H -6.59 0.62 -2.21
H -7.17 2.45 -0.66
H -7.28 1.32 0.68
H -4.76 1.96 -0.92
H -5.10 2.46 0.74
H -5.24 0.09 1.45
H -2.79 0.65 -1.03
H -0.92 0.73 -2.25
H 1.56 0.92 -2.33
H 3.54 -2.25 0.65
H 2.81 -1.31 -0.66
H 4.45 -2.74 -1.64
H 5.09 -1.10 -1.72
H 6.62 -3.13 -0.90
H 5.77 -2.91 0.62
H 7.72 -1.65 0.88
H 7.72 -1.08 -0.79
H 7.19 0.62 1.06
H 6.16 0.63 -0.36
H 5.26 -0.96 2.05
H 5.06 0.80 1.97
H 1.72 1.05 1.90
H -0.76 0.85 2.03

# 3
30
Properties=species:S:1:pos:R:3 method="wB97M-V/def2-TZVPD" charge=0 de_lowest_ev=8.131 homo_lumo_gap_ev=8.094 multiplicity=1 e_homo_ev=-9.152
O -40.76 8.12 -23.06
H -41.12 8.46 -22.17
H -39.88 8.50 -23.24
H -40.51 7.20 -23.14
O -39.89 5.69 -22.81
H -40.43 5.08 -22.10
C -38.57 6.80 -19.91
O -37.86 6.50 -21.11
H -38.62 7.72 -19.60
H -38.04 6.05 -19.09
H -39.79 6.31 -20.05
H -38.70 6.07 -21.64
C -39.47 2.59 -24.32
O -38.46 3.52 -24.02
H -40.38 3.08 -24.03
H -39.45 1.74 -23.69
H -39.17 2.06 -25.27
H -39.03 4.15 -23.43
C -37.93 6.95 -25.33
O -39.28 6.55 -25.10
H -37.59 7.12 -26.52
H -37.18 6.17 -24.87
H -37.48 7.80 -24.76
H -39.60 6.26 -24.13
C -42.73 4.84 -24.57
O -42.50 5.50 -23.31
H -42.70 5.69 -25.34
H -43.80 4.33 -24.53
H -41.94 4.14 -24.77
H -41.46 5.61 -22.92

# 4
116
Properties=species:S:1:pos:R:3 method="wB97M-V/def2-TZVPD" charge=+1 homo_lumo_gap_ev=5.595 multiplicity=1 e_homo_ev=-10.513
C 3.28 -4.38 3.50
C 2.08 -4.22 4.53
Br 2.61 -3.91 6.44
C 0.69 -4.29 4.19
Br -0.59 -4.04 5.72
O 0.27 -4.55 2.84
C 0.06 -3.35 2.11
O 0.24 -3.23 0.88
C -0.48 -2.07 2.91
C 0.53 -1.02 3.46
C -0.11 0.17 4.27
N 0.87 1.14 4.82
C 0.35 2.34 4.85
S -0.60 3.64 5.32
N -1.54 0.26 4.48
C -2.50 -0.72 3.97
C -4.06 -0.50 4.32
C -4.15 -0.30 5.92
F -3.35 -1.33 6.58
C -2.02 -1.97 3.14
C -3.09 -3.02 2.60
C -4.18 -2.56 1.56
C -5.22 -3.63 1.12
N -5.30 -4.99 1.54
C -4.29 -5.39 2.46
C -3.14 -4.52 3.06
H 4.04 -3.54 3.74
H 3.85 -5.36 3.69
H 2.97 -4.36 2.40
H 1.65 -1.10 3.29
H -1.95 1.03 5.05
H -4.47 0.41 3.73
H -4.69 -1.43 4.07
H -5.23 -0.39 6.32
H -3.74 0.72 6.23
H -4.14 -1.48 1.22
H -6.01 -3.27 0.37
H -4.33 -6.48 2.83
H -2.39 -4.96 3.79
N 1.70 -3.54 -4.33
C 3.02 -3.80 -4.30
C 3.74 -4.03 -3.14
C 3.06 -3.97 -1.93
C 1.70 -3.69 -1.93
C 1.07 -3.49 -3.15
H 3.51 -3.84 -5.27
H 4.80 -4.24 -3.18
H 3.59 -4.14 -1.00
H 1.14 -3.64 -1.00
H 0.01 -3.27 -3.20
N 0.16 7.36 3.01
C 0.42 7.99 1.85
C 0.86 7.34 0.71
C 1.05 5.96 0.76
C 0.79 5.29 1.95
C 0.35 6.03 3.04
H 0.26 9.06 1.86
H 1.05 7.89 -0.20
H 1.39 5.42 -0.11
H 0.93 4.22 2.03
H 0.14 5.55 3.99
N -5.52 -0.71 -0.91
C -4.69 -0.34 -1.90
C -5.05 0.52 -2.93
C -6.34 1.03 -2.93
C -7.22 0.66 -1.92
C -6.77 -0.20 -0.94
H -3.70 -0.77 -1.85
H -4.34 0.79 -3.70
H -6.66 1.71 -3.72
H -8.24 1.04 -1.90
H -7.41 -0.51 -0.13
N -2.17 -3.60 -8.41
C -1.66 -4.68 -9.02
C -0.52 -5.34 -8.59
C 0.14 -4.85 -7.47
C -0.37 -3.73 -6.82
C -1.52 -3.15 -7.33
H -2.21 -5.03 -9.89
H -0.15 -6.21 -9.12
H 1.04 -5.33 -7.10
H 0.12 -3.32 -5.95
H -1.96 -2.28 -6.86
N 5.73 -2.19 3.21
C 5.65 -1.67 1.98
C 6.75 -1.41 1.18
C 8.01 -1.72 1.68
C 8.12 -2.26 2.95
C 6.96 -2.48 3.67
H 4.65 -1.44 1.63
H 6.63 -0.99 0.19
H 8.90 -1.53 1.08
H 9.09 -2.51 3.37
H 7.00 -2.90 4.67
N 3.53 5.03 -1.67
C 3.47 5.55 -2.91
C 4.58 5.80 -3.70
C 5.83 5.49 -3.18
C 5.92 4.95 -1.90
C 4.75 4.74 -1.20
H 2.47 5.77 -3.27
H 4.47 6.22 -4.69
H 6.73 5.67 -3.76
H 6.88 4.71 -1.47
H 4.77 4.32 -0.20
N -2.59 7.13 -2.40
C -3.44 6.23 -2.92
C -3.78 5.04 -2.30
C -3.20 4.75 -1.08
C -2.32 5.66 -0.51
C -2.05 6.83 -1.21
H -3.86 6.50 -3.89
H -4.48 4.35 -2.77
H -3.44 3.83 -0.56
H -1.85 5.47 0.44
H -1.36 7.57 -0.81

# 5
13
Properties=species:S:1:pos:R:3 method="wB97M-V/def2-TZVPD" charge=0 de_lowest_ev=8.853 homo_lumo_gap_ev=6.505 multiplicity=1 e_homo_ev=-9.819
C 1.63 0.26 0.20
C 0.33 0.07 -0.10
C -0.31 0.03 -1.31
C -0.76 -0.28 0.73
H 2.14 1.55 -1.13
H 2.00 0.92 1.11
H 2.01 -0.76 0.63
H -0.17 0.05 -2.36
H 0.18 1.28 2.53
N -1.87 -0.32 0.24
O 2.40 0.67 -0.90
O -1.64 -0.24 -1.14
O -0.56 -0.59 2.09

# 6
22
Properties=species:S:1:pos:R:3 method="wB97M-V/def2-TZVPD" charge=0 de_lowest_ev=1.592 homo_lumo_gap_ev="6.856 / 6.381" multiplicity=3 e_homo_ev="-5.947 / -10.175"
C 1.26 0.81 0.30
C 2.40 -0.08 -0.01
C 1.03 1.82 1.11
C 0.34 -0.50 -0.42
C -1.39 0.94 -1.59
C -0.68 -1.20 1.87
C -0.23 -0.01 -1.75
C -0.72 -1.36 0.31
O 3.54 -0.12 0.39
O 1.64 -1.12 -0.55
H 0.10 2.24 1.43
H 1.87 2.40 1.52
H -1.16 1.84 -1.03
H -2.14 0.39 -1.11
H -1.74 1.34 -2.47
H 0.36 -1.48 2.28
H -1.33 -1.93 2.33
H -0.92 -0.16 2.03
H 0.66 0.51 -2.27
H -0.70 -0.84 -2.49
H -1.76 -1.07 0.13
H -0.40 -2.42 -0.02

# 7
11
Properties=species:S:1:pos:R:3 method="wB97M-V/def2-TZVPD" charge=0 de_lowest_ev=2.495 homo_lumo_gap_ev="6.351 / 7.163" multiplicity=3 e_homo_ev="-6.408 / -9.467"
C -1.40 0.39 -0.77
C -0.11 -1.57 0.04
C 1.24 1.07 0.66
N -0.93 -0.85 -0.65
O -0.88 1.41 -0.34
Se 2.25 -0.10 0.00
H -2.28 0.32 -1.51
H -0.29 -1.51 1.13
H 0.63 -2.11 -0.53
H 1.15 2.05 0.34
H 0.62 0.89 1.62

# 8
63
Properties=species:S:1:pos:R:3 method="wB97M-V/def2-TZVPD" charge=-1 de_lowest_ev=0.638 homo_lumo_gap_ev="5.024 / 4.986" multiplicity=1 e_homo_ev="-3.221 / -3.194"
Ti -0.07 -0.43 -0.35
C -3.37 -2.97 -4.59
S -2.53 -1.39 -4.36
C -2.71 -1.09 -2.61
S -3.34 -2.25 -1.55
N -2.26 0.11 -2.35
N -2.10 0.39 -1.00
C -2.69 1.46 -0.63
C -2.64 1.98 0.75
C -2.42 3.34 0.96
C -2.42 3.83 2.26
C -2.63 2.95 3.30
C -2.84 1.61 3.00
N -2.85 1.13 1.76
H -3.31 -3.18 -5.66
H -4.40 -2.91 -4.27
H -2.87 -3.76 -4.02
H -3.26 2.02 -1.37
H -2.24 3.99 0.12
H -2.22 4.88 2.45
H -2.63 3.28 4.33
H -3.00 0.89 3.79
O 0.65 1.13 -1.22
C 1.02 2.28 -0.73
C 0.96 2.62 0.64
C 1.38 3.89 1.08
C 1.38 4.21 2.42
C 0.99 3.30 3.40
C 0.55 2.05 2.99
C 0.48 1.71 1.64
O -0.04 0.54 1.29
N 1.81 5.54 2.83
O 1.81 5.81 4.02
O 2.16 6.33 1.97
H 1.40 3.02 -1.43
H 1.72 4.63 0.36
H 1.03 3.57 4.45
H 0.22 1.31 3.71
O 0.04 -1.63 -2.07
C 1.01 -2.10 -2.66
C 2.35 -2.20 -2.16
C 3.32 -2.78 -2.99
C 4.59 -2.95 -2.52
C 4.94 -2.58 -1.21
C 4.01 -2.03 -0.38
C 2.67 -1.80 -0.82
O 1.81 -1.30 -0.04
N 5.59 -3.55 -3.38
O 5.27 -3.87 -4.51
O 6.72 -3.70 -2.94
H 0.84 -2.52 -3.66
H 3.06 -3.08 -3.99
H 5.96 -2.74 -0.88
H 4.26 -1.73 0.63
N -2.09 -1.70 1.59
C -2.49 -2.71 2.36
C -1.61 -3.75 2.16
C -0.68 -3.25 1.24
N -0.99 -2.01 0.91
H -2.50 -0.76 1.51
H -3.37 -2.63 2.98
H -1.63 -4.73 2.62
H 0.19 -3.73 0.81

# 9
8
Properties=species:S:1:pos:R:3 method="wB97M-V/def2-TZVPD" charge=0 de_lowest_ev=4.915 homo_lumo_gap_ev=9.769 multiplicity=1 e_homo_ev=-8.952
C -1.89 0.63 -0.28
C 0.47 -0.31 0.07
C -0.88 -0.02 -0.45
C 0.79 1.15 0.41
N 1.45 0.61 -0.49
H -2.57 1.49 -0.37
H 0.93 -1.34 0.41
H 1.50 0.59 -1.45

# 10
14
Properties=species:S:1:pos:R:3 method="wB97M-V/def2-TZVPD" charge=0 de_lowest_ev=2.268 homo_lumo_gap_ev=9.777 smiles="C=CO.CC=O" multiplicity=1 e_homo_ev=-9.147
C 0.63 -1.74 2.77
C -0.34 -0.86 2.91
O -0.16 0.14 3.85
H 0.60 -2.43 1.95
H 1.37 -1.88 3.55
H -1.21 -0.75 2.28
H -0.96 0.64 4.00
C -0.60 1.20 -3.15
C 0.83 0.77 -2.87
O 1.46 0.02 -3.57
H -0.60 2.18 -3.62
H -1.25 1.11 -2.29
H -1.00 0.53 -3.91
H 1.23 1.06 -1.88

# 11
13
Properties=species:S:1:pos:R:3 method="wB97M-V/def2-TZVPD" charge=0 de_lowest_ev=4.775 homo_lumo_gap_ev="6.986 / 8.187" multiplicity=1 e_homo_ev="-8.559 / -8.858"
C -2.65 0.40 -0.71
C 1.39 0.15 0.04
C 0.59 -0.26 -1.16
N -1.60 0.27 0.08
O -2.66 0.48 -1.93
S -1.43 0.12 1.68
H -3.70 0.31 -0.20
H 2.25 -0.58 0.08
H 1.70 1.24 0.18
H 0.66 -0.04 0.92
H 0.56 0.29 -2.03
H 0.13 -1.21 -1.11
H -1.33 -1.17 1.81

# 12
79
Properties=species:S:1:pos:R:3 method="wB97M-V/def2-TZVPD" charge=-1 de_lowest_ev=0.000 homo_lumo_gap_ev="5.729 / 5.508" multiplicity=3 e_homo_ev="-3.845 / -3.845"
O -6.34 -2.59 5.68
C -5.15 -2.50 5.99
O -4.40 -1.50 5.99
Si -4.25 -4.14 6.35
O -3.76 -4.78 4.88
Si -2.18 -4.62 4.42
C -1.70 -2.82 4.23
C -2.33 -2.01 3.08
C -3.80 -2.28 2.80
S -3.99 -3.51 1.47
H -5.06 -5.18 7.05
H -3.03 -3.88 7.17
H -1.95 -5.43 3.20
H -1.32 -5.19 5.50
H -0.61 -2.83 4.09
H -1.90 -2.31 5.17
H -1.73 -2.10 2.18
H -2.26 -0.96 3.35
H -4.28 -1.36 2.46
H -4.34 -2.59 3.69
H -5.13 -4.06 1.89
C 0.17 3.26 2.93
C 0.03 2.03 2.00
C 1.10 2.05 0.91
C 0.87 3.11 -0.16
C -0.53 3.00 -0.75
C -1.64 3.01 0.31
N -1.33 1.99 1.36
O -1.64 0.80 0.96
C -1.80 4.41 0.91
C -2.97 2.65 -0.33
C 0.20 0.80 2.87
H 0.80 3.01 3.78
H 0.62 4.12 2.44
H -0.80 3.57 3.33
H 1.13 1.07 0.43
H 2.07 2.20 1.39
H 1.04 4.12 0.25
H 1.61 2.98 -0.95
H -0.72 3.81 -1.46
H -0.60 2.07 -1.32
H -2.50 4.39 1.75
H -2.20 5.08 0.15
H -0.86 4.85 1.25
H -2.92 1.70 -0.87
H -3.25 3.43 -1.04
H -3.75 2.57 0.42
H -0.57 0.74 3.65
H 1.17 0.86 3.36
H 0.17 -0.13 2.30
C 2.24 -0.76 -6.12
C 2.61 0.39 -5.16
C 4.12 0.62 -5.15
C 4.90 -0.47 -4.42
C 4.35 -0.68 -3.01
C 2.84 -0.95 -2.98
N 2.14 0.12 -3.77
O 1.98 1.19 -3.08
C 2.54 -2.35 -3.53
C 2.33 -0.91 -1.55
C 1.91 1.65 -5.66
H 2.02 -0.36 -7.11
H 3.04 -1.49 -6.24
H 1.34 -1.28 -5.78
H 4.33 1.58 -4.67
H 4.47 0.70 -6.18
H 4.88 -1.41 -4.98
H 5.95 -0.19 -4.35
H 4.86 -1.52 -2.52
H 4.56 0.21 -2.41
H 1.46 -2.50 -3.63
H 2.91 -3.10 -2.83
H 3.00 -2.56 -4.49
H 2.60 0.02 -1.05
H 2.77 -1.73 -0.99
H 1.25 -1.02 -1.52
H 0.83 1.53 -5.63
H 2.21 1.83 -6.69
H 2.17 2.52 -5.07

no.,calculated total energy (eV)
1,-18775.707
2,-45248.726
3,-16749.118
4,-227317.908
5,-11853.148
6,-12578.676
7,-72070.067
8,-97845.036
9,-5679.592
10,-8371.013
11,-17593.154
12,-63385.366